Entry 1:
Density functional theory data (ωB97M-V/def2-TZVPD) for a 3-piece molecular cluster, C3H11NO3 overall.

SMILES	CN(C)C=O.O.O
energy relative to the best compared isomer or geometry (same formula, charge and spin)	1.254	eV
frontier orbital gap	9.993	eV
HOMO energy	-9.39	eV
charge	0

```
18
Properties=species:S:1:pos:R:3:forces:R:3
C -0.30619 -0.87012 0.78065 1.0 -1.0 -1.6
N -0.53280 0.43910 0.89194 -1.3 0.8 0.7
C -1.54437 1.08371 0.04460 0.4 0.3 0.8
C -0.23032 1.18420 2.10332 0.4 -0.1 -0.4
O -0.47684 -1.49077 -0.26223 -0.6 -0.2 0.7
H 0.19494 -1.36688 1.62271 0.0 0.3 0.3
H -1.67836 0.54834 -0.88002 0.3 0.1 -0.3
H -1.22576 2.12470 -0.03664 0.0 -0.1 -0.7
H -2.51262 1.14564 0.55325 0.0 -0.3 0.2
H -1.05049 1.23974 2.82455 -0.1 0.0 -0.1
H 0.02444 2.18907 1.75925 0.0 0.1 0.4
H 0.65315 0.76498 2.58292 -0.1 0.0 0.1
H 3.15877 -0.82986 -0.65239 0.3 0.3 -0.2
H 2.60997 0.30204 -1.60050 0.5 0.1 -0.1
O 2.37576 -0.41706 -1.01939 -0.7 -0.4 0.4
H 0.86042 -2.16430 -3.19525 0.4 0.0 -0.4
H -0.26922 -2.00853 -2.29550 -0.5 0.3 0.5
O -0.05049 -1.87403 -3.22127 0.1 -0.2 0.0
```
Positions in Å, forces in eV/Å.

Partial charges, Löwdin, in e:
1. C -0.34
2. N -0.19
3. C -0.03
4. C -0.06
5. O -0.01
6. H 0.14
7. H 0.09
8. H 0.08
9. H 0.09
10. H 0.09
11. H 0.09
12. H 0.09
13. H 0.03
14. H 0.03
15. O -0.04
16. H 0.02
17. H -0.01
18. O -0.07



Entry 2:
Density functional theory data (ωB97M-V/def2-TZVPD) for a 5-piece molecular cluster, C3H11NO3 overall.

⟨S²⟩	1.5492
energy relative to the best compared isomer or geometry (same formula, charge and spin)	7.091	eV
frontier orbital gap (spin up / spin down)	7.162 / 5.577	eV
spin multiplicity	2
HOMO energy (spin up / spin down)	-14.52 / -14.52	eV
charge	+1

```
18
Properties=species:S:1:pos:R:3:forces:R:3
C -1.35442 1.37918 -0.64811 0.4 2.4 -2.0
C -1.22647 0.09236 -0.10849 0.4 0.0 2.5
N -0.49316 -0.79171 -0.92675 -1.2 1.3 -0.1
C 0.06395 -0.49617 -2.14746 0.5 2.0 -4.2
O -1.40434 -0.17338 1.07795 -0.2 -0.2 -1.2
H -1.14838 2.30196 -0.07237 -0.7 -0.9 0.2
H 1.66108 5.35588 -0.17609 -0.6 -3.5 2.8
H -1.40683 1.61106 -1.75390 -0.2 -0.6 1.4
H -0.06749 -1.56017 -0.48021 0.4 -1.4 1.1
H -0.75497 -0.66162 -3.03193 1.9 -0.4 1.7
H 1.03539 -1.05425 -2.21956 -1.2 0.3 -0.6
H 0.28908 0.64382 -2.40895 -0.3 -2.4 1.1
H 2.65438 -1.91007 0.46470 -0.4 0.0 -0.3
H 1.54114 4.58960 0.44167 0.5 3.5 -2.8
O 1.83140 -1.69938 -0.03719 0.6 -0.1 0.5
H 0.31188 0.09111 2.42863 1.7 1.2 0.8
H 1.60527 0.43790 1.73886 0.5 0.2 -0.1
O 1.17710 0.60332 2.58183 -2.2 -1.3 -0.7
```
Positions in Å, forces in eV/Å.

Partial charges, Löwdin, in e:
1. C 0.30
2. C -0.46
3. N 0.14
4. C -0.06
5. O 0.13
6. H 0.13
7. H 0.02
8. H 0.12
9. H 0.11
10. H 0.20
11. H 0.12
12. H 0.15
13. H 0.08
14. H -0.01
15. O 0.06
16. H 0.05
17. H 0.00
18. O -0.07



Entry 3:
Density functional theory data (ωB97M-V/def2-TZVPD) for a 3-piece molecular cluster, C3H11NO3S overall.

energy relative to the best compared isomer or geometry (same formula, charge and spin)	0.807	eV
frontier orbital gap	5.768	eV
HOMO energy	0.33	eV
charge	-2

```
19
Properties=species:S:1:pos:R:3:forces:R:3
C 0.42213 -0.10787 0.39434 -0.1 0.6 1.1
O 1.58674 0.20929 -0.32231 -0.2 -0.6 0.3
C -0.62861 -0.89138 -0.50416 0.6 -0.1 1.9
C -2.01107 -1.09241 0.23595 0.4 -0.6 1.4
S -2.97241 0.48465 0.63132 0.3 -0.9 -0.3
N -0.80876 -0.12543 -1.71843 0.3 1.1 -1.4
H 0.71588 -0.62271 1.39850 -0.7 0.1 -1.4
H -0.14467 0.81739 0.76216 0.6 -0.8 -0.5
H -0.16123 -1.92171 -0.69118 -0.7 1.2 -0.2
H -1.85327 -1.66726 1.23204 0.3 1.1 -1.2
H -2.61295 -1.86328 -0.27691 0.0 0.7 -0.5
H -1.22854 0.79959 -1.50269 -0.3 -1.1 0.4
H 0.11064 0.20945 -2.06525 -0.3 -0.9 0.6
H 1.76933 2.78550 0.70095 1.3 -0.3 -0.5
H 2.29792 1.47802 0.04564 0.0 0.7 0.3
O 2.64132 2.46249 0.35157 -1.6 -0.5 0.2
H 4.10101 -0.99660 0.14416 -1.3 -0.9 0.0
H 2.52464 -1.14055 0.00556 1.3 0.2 -0.2
O 3.39773 -1.69731 0.14800 0.2 1.1 0.0
```
Positions in Å, forces in eV/Å.

Partial charges, Löwdin, in e:
1. C -0.38
2. O -0.37
3. C -0.50
4. C -0.70
5. S -0.04
6. N -0.03
7. H 0.11
8. H 0.07
9. H 0.13
10. H 0.04
11. H 0.01
12. H 0.03
13. H 0.05
14. H 0.00
15. H 0.00
16. O -0.25
17. H 0.02
18. H 0.01
19. O -0.20



Entry 4:
Density functional theory data (ωB97M-V/def2-TZVPD) for a 3-piece molecular cluster, C3H11NO3S overall.

energy relative to the best compared isomer or geometry (same formula, charge and spin)	1.590	eV
frontier orbital gap	5.870	eV
HOMO energy	0.06	eV
charge	-2

```
19
Properties=species:S:1:pos:R:3:forces:R:3
C 1.32104 0.01861 1.18978 -2.9 -0.6 1.0
C 2.08375 -0.24849 -0.06309 3.1 -0.9 -0.4
S 3.68984 -1.10286 0.40127 0.2 -0.7 0.1
N 0.36019 1.15027 1.06374 0.3 0.3 -0.4
C -1.05728 0.89263 0.93078 0.4 0.4 1.3
O -1.50538 0.81598 -0.35036 -0.6 -1.0 -1.8
H 0.67055 -0.95174 1.51814 1.7 2.1 -0.7
H 1.89114 0.35403 2.08037 0.6 -1.0 -0.9
H 2.63365 0.55597 -0.55263 -1.0 1.0 0.4
H 1.69841 -0.81673 -0.91687 -0.9 0.0 0.8
H 0.69175 1.73839 0.28967 -0.4 -0.3 0.4
H -1.56266 1.79706 1.34629 0.0 -0.6 0.4
H -1.20954 -0.02102 1.57618 -0.5 0.8 -0.7
H -4.04790 0.00966 -1.52970 1.3 0.5 -0.3
H -3.05832 1.24734 -1.95310 -2.8 -1.4 0.4
O -4.03818 0.92043 -1.96029 1.5 1.1 -0.3
H -1.98988 -0.05941 -0.61923 0.0 0.1 0.6
H -2.65053 -1.81199 -1.54722 1.6 -2.2 -2.6
O -3.04526 -1.28944 -0.92726 -1.5 2.4 2.8
```
Positions in Å, forces in eV/Å.

Partial charges, Löwdin, in e:
1. C -0.37
2. C -0.74
3. S -0.06
4. N -0.11
5. C -0.40
6. O -0.13
7. H 0.14
8. H 0.07
9. H -0.01
10. H 0.03
11. H 0.09
12. H 0.10
13. H 0.12
14. H -0.02
15. H 0.04
16. O -0.22
17. H 0.04
18. H -0.16
19. O -0.43



Entry 5:
Density functional theory data (ωB97M-V/def2-TZVPD) for a 3-piece molecular cluster, C3H11NO3S overall.

SMILES	NC(=O)CCS.O.O
energy relative to the best compared isomer or geometry (same formula, charge and spin)	1.637	eV
frontier orbital gap	8.585	eV
HOMO energy	-8.53	eV
charge	0

```
19
Properties=species:S:1:pos:R:3:forces:R:3
C -0.40187 -0.96066 -1.13362 0.8 -2.3 -0.7
C 1.09601 -1.26054 -0.57690 -4.1 -2.3 1.7
S 2.14418 -0.55551 -1.74967 2.2 -0.1 -1.2
C -1.29097 -1.91591 -0.35890 -3.1 1.5 1.2
N -2.22908 -1.24068 0.50762 -0.1 -4.2 -0.8
O -1.34568 -3.12213 -0.50247 0.5 0.7 0.1
H -0.69792 0.08769 -1.14075 0.1 -0.1 0.4
H -0.51028 -1.36399 -2.23331 0.6 0.9 2.0
H 1.18670 -0.95612 0.53357 0.1 -0.1 -2.0
H 0.97640 -2.46912 -0.53532 1.4 2.8 -0.5
H 2.26991 0.68196 -1.27560 -0.2 0.1 0.4
H -2.10185 -0.27489 0.66182 -0.4 0.8 0.4
H -3.00434 -1.88336 0.93540 2.2 2.2 -0.9
H 1.82003 1.20285 2.30421 0.9 -0.5 1.6
H 0.81020 1.86424 1.50035 -1.0 0.7 -0.6
O 1.54951 1.27810 1.41506 0.2 -0.3 -1.1
H 0.18305 4.04087 1.19768 -1.6 -2.2 -1.2
H -0.11457 3.56053 -0.25001 -0.6 -0.9 1.8
O -0.33941 3.28666 0.70085 2.1 3.2 -0.6
```
Positions in Å, forces in eV/Å.

Partial charges, Löwdin, in e:
1. C -0.21
2. C -0.63
3. S 0.72
4. C -0.56
5. N 0.11
6. O 0.03
7. H 0.09
8. H 0.14
9. H 0.09
10. H 0.13
11. H -0.15
12. H 0.05
13. H 0.15
14. H 0.02
15. H -0.02
16. O -0.04
17. H 0.11
18. H 0.09
19. O -0.13



Entry 6:
Density functional theory data (ωB97M-V/def2-TZVPD) for a 3-piece molecular cluster, C3H11NO4 overall.

SMILES	CNCC(=O)O.O.O
energy relative to the best compared isomer or geometry (same formula, charge and spin)	2.305	eV
frontier orbital gap	9.697	eV
HOMO energy	-9.29	eV
charge	0

```
19
Properties=species:S:1:pos:R:3:forces:R:3
C 1.64953 -1.79159 0.40057 0.4 1.7 -0.8
N 1.68669 -0.39645 0.92709 -0.9 -0.4 0.7
C 1.77327 0.61521 -0.09852 0.3 0.6 -0.2
C 0.40448 0.88976 -0.71423 -0.4 -0.1 -2.6
O 0.45417 1.28306 -2.05042 1.5 0.1 1.0
O -0.66946 0.70560 -0.22628 -0.1 0.0 1.1
H 1.01165 -2.46909 0.96243 0.4 0.2 0.4
H 2.70184 -2.11111 0.32123 -0.6 -0.3 -0.2
H 1.15585 -1.69074 -0.57662 0.7 -0.6 -0.1
H 0.74012 -0.21582 1.26261 0.3 -0.2 0.7
H 2.51777 0.40437 -0.88412 -0.4 0.0 0.3
H 2.07726 1.56408 0.38855 -0.1 -0.3 -0.4
H -0.35106 1.72688 -2.33211 -0.4 -0.2 0.3
H -0.74043 -3.72038 -1.43000 -0.2 -0.7 0.6
H -0.43898 -2.35189 -1.20801 0.0 0.4 0.7
O -0.55328 -3.14942 -0.66932 -0.4 -0.1 -1.6
H -4.26347 4.37457 2.02882 0.3 -0.7 -0.3
H -4.37897 2.76790 1.75827 0.3 0.9 0.0
O -4.77698 3.56507 2.14004 -0.6 -0.2 0.3
```
Positions in Å, forces in eV/Å.

Partial charges, Löwdin, in e:
1. C -0.10
2. N -0.12
3. C -0.16
4. C -0.48
5. O 0.07
6. O 0.11
7. H 0.08
8. H 0.09
9. H 0.05
10. H 0.09
11. H 0.13
12. H 0.14
13. H 0.11
14. H 0.05
15. H 0.03
16. O -0.07
17. H 0.03
18. H 0.04
19. O -0.07



Entry 7:
Density functional theory data (ωB97M-V/def2-TZVPD) for an isolated ion of composition C3H11NOP and charge +1.

SMILES	C[NH2+][C@H](C)PO
energy relative to the best compared isomer or geometry (same formula, charge and spin)	2.376	eV
frontier orbital gap	10.583	eV
HOMO energy	-14.10	eV
charge	+1

```
17
Properties=species:S:1:pos:R:3:forces:R:3
C 0.73980 -1.61587 0.65686 -1.4 -3.1 -1.0
C -1.11602 1.47867 -0.26836 -0.8 0.7 1.5
C 0.45569 -0.37613 -0.06808 -0.5 0.5 -2.1
N -0.82855 0.24334 0.45652 2.2 -3.0 -0.3
O 3.11716 -0.23508 -0.23765 0.0 -0.6 0.5
P 1.89812 0.82574 0.02279 0.5 -0.3 -1.2
H 0.48016 -1.63585 1.68325 0.0 0.4 1.3
H 1.73448 -2.02127 0.55014 0.3 0.2 0.0
H 0.06204 -2.41242 0.21437 0.7 0.6 0.5
H -1.51483 1.21256 -1.26387 0.2 0.7 0.6
H -1.78284 1.94148 0.48586 -0.4 0.5 -1.5
H -0.17765 2.09125 -0.23047 -0.9 -0.6 -0.5
H 0.17666 -0.60804 -1.13928 0.6 0.3 1.0
H -0.54528 0.39948 1.39969 -0.4 0.7 1.3
H -1.47044 -0.58860 0.49262 -0.2 1.5 -0.3
H 2.90194 -0.97536 -0.83555 0.3 0.6 0.1
H 1.75652 1.08821 -1.36519 -0.3 0.8 0.2
```
Positions in Å, forces in eV/Å.

Partial charges, Löwdin, in e:
1. C -0.10
2. C -0.02
3. C -0.56
4. N -0.04
5. O -0.37
6. P 0.92
7. H 0.08
8. H 0.08
9. H 0.12
10. H 0.13
11. H 0.12
12. H 0.07
13. H 0.14
14. H 0.15
15. H 0.21
16. H 0.07
17. H -0.02



Entry 8:
Density functional theory data (ωB97M-V/def2-TZVPD) for a 2-piece molecular cluster, C3H11NOS overall.

SMILES	CNCCS.O
energy relative to the best compared isomer or geometry (same formula, charge and spin)	0.533	eV
frontier orbital gap	9.837	eV
HOMO energy	-8.98	eV
charge	0

```
17
Properties=species:S:1:pos:R:3:forces:R:3
C 2.14283 0.26068 0.26305 0.8 -0.3 1.3
N 0.90618 0.12083 -0.45584 -0.3 0.6 -0.3
C -0.21325 0.85350 0.17347 1.0 -0.7 0.5
C -1.46969 0.73857 -0.65901 -0.5 -0.1 0.7
S -2.97526 0.72292 0.40970 0.2 1.0 -0.5
H 2.03663 -0.24299 1.23437 -0.1 0.1 0.0
H 2.50650 1.26906 0.51284 -0.4 0.2 -0.3
H 2.98895 -0.24623 -0.19600 -0.2 -0.1 -0.5
H 1.01812 0.45635 -1.40125 0.0 -0.1 -0.3
H -0.31647 0.38748 1.15568 -0.4 -0.1 0.0
H 0.04448 1.89314 0.39969 0.0 0.2 -0.2
H -1.52074 1.57942 -1.34527 -0.3 -0.1 -0.1
H -1.50556 -0.20410 -1.19126 0.2 0.0 -0.2
H -2.94579 -0.57370 0.62569 0.1 -0.7 0.1
H -0.36307 -2.98981 0.58229 -0.3 0.2 -0.5
H 0.17436 -1.67865 0.02632 0.1 0.4 -0.5
O -0.50822 -2.34646 -0.13446 0.0 -0.7 0.9
```
Positions in Å, forces in eV/Å.

Partial charges, Löwdin, in e:
1. C -0.15
2. N -0.16
3. C -0.33
4. C -0.53
5. S 0.69
6. H 0.08
7. H 0.08
8. H 0.08
9. H 0.11
10. H 0.10
11. H 0.11
12. H 0.07
13. H 0.06
14. H -0.17
15. H 0.04
16. H -0.01
17. O -0.08



Q: Which of these has the highest energy relative to the best compared isomer or geometry (same formula, charge and spin)?
A: number 2



Copy entry 6 word for word.
Density functional theory data (ωB97M-V/def2-TZVPD) for a 3-piece molecular cluster, C3H11NO4 overall.

SMILES	CNCC(=O)O.O.O
energy relative to the best compared isomer or geometry (same formula, charge and spin)	2.305	eV
frontier orbital gap	9.697	eV
HOMO energy	-9.29	eV
charge	0

```
19
Properties=species:S:1:pos:R:3:forces:R:3
C 1.64953 -1.79159 0.40057 0.4 1.7 -0.8
N 1.68669 -0.39645 0.92709 -0.9 -0.4 0.7
C 1.77327 0.61521 -0.09852 0.3 0.6 -0.2
C 0.40448 0.88976 -0.71423 -0.4 -0.1 -2.6
O 0.45417 1.28306 -2.05042 1.5 0.1 1.0
O -0.66946 0.70560 -0.22628 -0.1 0.0 1.1
H 1.01165 -2.46909 0.96243 0.4 0.2 0.4
H 2.70184 -2.11111 0.32123 -0.6 -0.3 -0.2
H 1.15585 -1.69074 -0.57662 0.7 -0.6 -0.1
H 0.74012 -0.21582 1.26261 0.3 -0.2 0.7
H 2.51777 0.40437 -0.88412 -0.4 0.0 0.3
H 2.07726 1.56408 0.38855 -0.1 -0.3 -0.4
H -0.35106 1.72688 -2.33211 -0.4 -0.2 0.3
H -0.74043 -3.72038 -1.43000 -0.2 -0.7 0.6
H -0.43898 -2.35189 -1.20801 0.0 0.4 0.7
O -0.55328 -3.14942 -0.66932 -0.4 -0.1 -1.6
H -4.26347 4.37457 2.02882 0.3 -0.7 -0.3
H -4.37897 2.76790 1.75827 0.3 0.9 0.0
O -4.77698 3.56507 2.14004 -0.6 -0.2 0.3
```
Positions in Å, forces in eV/Å.

Partial charges, Löwdin, in e:
1. C -0.10
2. N -0.12
3. C -0.16
4. C -0.48
5. O 0.07
6. O 0.11
7. H 0.08
8. H 0.09
9. H 0.05
10. H 0.09
11. H 0.13
12. H 0.14
13. H 0.11
14. H 0.05
15. H 0.03
16. O -0.07
17. H 0.03
18. H 0.04
19. O -0.07



Q: charge of number 3 (C3H11NO3S)?
A: -2